Density functional theory data (ωB97M-V/def2-TZVPD) for a 14-piece molecular cluster, C40H114N14O20 overall.

As for the HOMO energy: -8.663 eV. The calculation puts the energy relative to the best compared isomer or geometry (same formula, charge and spin) at 0.000 eV. The largest force on an atom is 2.13 eV/A.

CARTESIAN COORDINATES (ANGSTROEM)
C: 2.33012 1.56013 -4.93682
O: 3.40059 2.00642 -4.50660
N: 2.28449 0.46156 -5.73685
N: 1.17686 2.18273 -4.58767
H: 3.10862 -0.10908 -5.72451
H: 1.46352 0.14535 -6.21410
H: 1.40797 2.98481 -4.00888
H: 0.24118 1.82646 -4.61221
C: 0.38964 -3.53113 -1.77444
O: 0.69916 -3.08740 -2.88744
N: -0.87017 -3.99564 -1.51760
N: 1.25921 -3.57338 -0.71456
H: -1.13532 -4.42329 -0.63095
H: -1.43592 -4.05403 -2.35223
H: 1.00493 -3.93356 0.18473
H: 2.19030 -3.24057 -0.88114
C: -3.25818 3.82369 -3.37112
O: -3.01114 4.89020 -3.95300
N: -2.65252 2.64548 -3.71385
N: -3.93921 3.70120 -2.20305
H: -2.88827 1.73141 -3.36288
H: -2.02234 2.67010 -4.49278
H: -3.82580 2.79442 -1.78275
H: -4.58235 4.43123 -1.96797
C: -2.64729 -3.38979 -4.41137
O: -3.02898 -3.15798 -3.25991
N: -2.12897 -2.44257 -5.24908
N: -2.69624 -4.65375 -4.97063
H: -1.87810 -1.55724 -4.82275
H: -1.68962 -2.68419 -6.11542
H: -3.14602 -5.36490 -4.42595
H: -2.39780 -4.85675 -5.90286
C: -2.51751 -2.27153 6.41228
O: -3.54478 -1.81378 7.26921
C: -3.26497 -0.64984 8.01577
C: -3.05552 0.64160 7.23501
N: -1.62484 0.87765 6.96500
C: -1.43462 2.25122 6.52095
C: -0.02580 2.48675 6.03176
O: 0.19147 1.73743 4.86428
C: 1.54598 1.76372 4.43422
H: -2.40508 -1.48854 5.65878
H: -2.84285 -3.16108 5.87936
H: -1.59701 -2.46405 6.96917
H: -2.48391 -0.89340 8.74982
H: -4.12736 -0.50774 8.67798
H: -3.50701 1.52527 7.67827
H: -3.58348 0.49079 6.27769
H: -1.30815 0.26926 6.22121
H: -1.70394 3.01372 7.25420
H: -2.09409 2.48871 5.66401
H: 0.67017 2.18181 6.82947
H: 0.15501 3.56868 5.97883
H: 1.84128 0.71270 4.32749
H: 2.18536 2.28059 5.14494
H: 1.62629 2.14317 3.41373
C: 2.25738 2.93316 -0.82002
O: 1.42342 2.27708 0.09564
C: 1.41846 0.87218 -0.07143
C: 0.90776 0.43387 -1.42863
N: -0.49143 0.82665 -1.70075
C: -1.48840 0.21598 -0.83126
C: -2.66979 -0.31008 -1.60557
O: -3.69362 0.68009 -1.66930
C: -4.85802 0.13144 -2.25208
H: 3.31025 2.80580 -0.52409
H: 2.09901 4.00941 -0.79799
H: 2.16013 2.63705 -1.86641
H: 0.78826 0.43310 0.70187
H: 2.43402 0.52123 0.16697
H: 0.96546 -0.65763 -1.51336
H: 1.53434 0.81135 -2.23780
H: -0.45677 1.84431 -1.65933
H: -1.80493 0.87945 -0.02070
H: -1.06702 -0.65221 -0.31427
H: -3.13844 -1.21628 -1.17993
H: -2.41941 -0.79499 -2.55709
H: -4.69034 -0.34639 -3.22370
H: -5.50882 0.97433 -2.49498
H: -5.36703 -0.55865 -1.57600
C: -2.22558 -1.45709 2.90478
O: -2.10887 -2.85036 2.69768
C: -2.66837 -3.32565 1.50070
C: -2.54447 -4.84185 1.37586
N: -1.21950 -5.42590 1.23869
C: -0.30464 -5.08721 2.33916
C: 0.87294 -6.04096 2.32639
O: 0.37347 -7.27394 2.78020
C: 1.29232 -8.35636 2.49248
H: -1.92069 -0.93124 1.99934
H: -1.51758 -1.24217 3.70216
H: -3.23852 -1.18016 3.21474
H: -2.18674 -2.86568 0.62540
H: -3.74365 -3.10744 1.45527
H: -3.22615 -5.09045 0.55580
H: -3.08538 -5.24284 2.25265
H: -1.27005 -6.43710 1.19504
H: -0.85713 -5.10641 3.28531
H: 0.07332 -4.06837 2.21498
H: 1.63163 -5.67268 3.03084
H: 1.35278 -6.02352 1.33949
H: 0.80368 -9.28604 2.75454
H: 2.17832 -8.12370 3.08766
H: 1.51643 -8.28873 1.42614
C: -8.83576 -10.32166 -0.43032
O: -7.86633 -9.60510 -1.21096
C: -6.54593 -10.06256 -0.96417
C: -5.66436 -9.22813 -1.87258
N: -5.41591 -7.90077 -1.31945
C: -4.66529 -7.10055 -2.27702
C: -4.51024 -5.67920 -1.77228
O: -5.76834 -5.13645 -1.42309
C: -5.59284 -3.88649 -0.82654
H: -9.01714 -11.21641 -1.03640
H: -9.76439 -9.76384 -0.35597
H: -8.41452 -10.55017 0.54950
H: -6.40017 -11.10993 -1.25762
H: -6.35442 -9.89512 0.09857
H: -6.16934 -9.17611 -2.85043
H: -4.70011 -9.70454 -2.07339
H: -6.29104 -7.45581 -1.07108
H: -5.13496 -7.10557 -3.27211
H: -3.64619 -7.49705 -2.32744
H: -4.08922 -5.09565 -2.59315
H: -3.80861 -5.65885 -0.93024
H: -4.88926 -3.92415 0.01136
H: -6.51391 -3.51202 -0.36380
H: -5.37555 -3.08847 -1.54379
C: 7.81065 9.22240 2.61029
O: 7.25519 8.69683 3.77906
C: 6.61066 7.43518 3.63708
C: 5.11731 7.62856 3.81626
N: 4.34525 6.46330 3.40760
C: 4.27806 6.30743 1.95714
C: 3.00057 5.59637 1.58297
O: 1.90596 6.40726 1.98129
C: 0.68745 5.67335 1.95560
H: 8.14196 10.24332 2.79917
H: 7.14580 9.10781 1.75122
H: 8.77693 8.75146 2.36013
H: 7.05876 6.75785 4.36414
H: 6.85418 7.06300 2.63483
H: 4.80030 8.56086 3.33039
H: 4.91843 7.75020 4.88441
H: 3.39519 6.54570 3.74747
H: 5.15921 5.78295 1.58048
H: 4.22928 7.27515 1.42798
H: 2.93418 4.59101 2.02056
H: 2.90767 5.48731 0.49588
H: 0.74890 5.00052 2.81946
H: 0.57771 5.02548 1.08086
H: -0.15238 6.35432 2.03371
C: 3.34072 6.88180 -1.78801
O: 3.83392 5.57074 -1.91776
C: 5.23707 5.55560 -2.20117
C: 5.75072 4.21311 -2.67230
N: 5.59788 3.90686 -4.09986
C: 6.49691 2.82183 -4.50284
C: 6.35848 1.53425 -3.72358
O: 7.23764 1.59192 -2.58136
C: 7.39286 0.34443 -1.96056
H: 3.10804 7.39568 -2.73216
H: 4.04676 7.54605 -1.27736
H: 2.38879 6.88568 -1.25412
H: 5.73309 5.84081 -1.26486
H: 5.49954 6.32209 -2.93999
H: 5.27322 3.46048 -2.02636
H: 6.82365 4.16464 -2.47653
H: 4.65960 3.51635 -4.16880
H: 7.52019 3.14648 -4.68400
H: 6.16320 2.56128 -5.51578
H: 6.70657 0.66685 -4.31098
H: 5.36433 1.24232 -3.37901
H: 8.13729 0.50952 -1.17781
H: 7.86741 -0.36913 -2.64340
H: 6.47707 -0.02021 -1.48754
O: -0.91677 2.86773 1.87497
H: -1.38649 2.18031 2.35811
H: -0.07536 2.47111 1.61007
O: -0.71796 4.49338 -2.08738
H: 0.13274 4.55334 -2.54986
H: -1.37146 4.85281 -2.70596
O: 1.66799 4.84140 -3.55479
H: 1.94164 4.91173 -4.47714
H: 2.46403 5.08910 -3.03952
O: -0.23431 -0.56678 -4.21328
H: 0.28833 -1.34906 -3.99736
H: -0.31969 -0.09499 -3.35919